(i)
DFT (ωB97M-V/def2-TZVPD) results for a 14-piece molecular cluster, C42H112O14 overall.

Each line ends with the Mulliken charge.
Geometry (Å):
C (-0.622, -9.465, -1.390)  -1.28
C (0.435, -8.486, -1.849)  0.67
C (0.872, -7.482, -0.797)  -1.36
O (1.597, -9.192, -2.121)  -0.55
H (-1.610, -9.022, -1.263)  0.32
H (-0.359, -9.927, -0.439)  0.34
H (-0.673, -10.287, -2.104)  0.39
H (0.246, -7.941, -2.774)  0.14
H (1.752, -6.914, -1.100)  0.31
H (1.160, -7.868, 0.180)  0.36
H (0.081, -6.758, -0.604)  0.37
H (1.355, -9.967, -2.634)  0.29
C (-3.344, 3.625, 5.490)  -1.32
C (-3.593, 2.192, 4.931)  0.57
C (-4.988, 1.785, 5.087)  -1.39
O (-3.176, 2.136, 3.590)  -0.43
H (-2.334, 3.940, 5.229)  0.31
H (-3.474, 3.519, 6.567)  0.43
H (-4.063, 4.398, 5.217)  0.30
H (-2.969, 1.453, 5.434)  0.25
H (-5.121, 0.738, 4.815)  0.32
H (-5.678, 2.412, 4.521)  0.32
H (-5.258, 1.795, 6.143)  0.39
H (-3.758, 2.735, 3.117)  0.24
C (-5.038, -0.738, 0.015)  -1.09
C (-6.374, -0.776, -0.643)  0.68
C (-7.458, -0.037, 0.211)  -1.36
O (-6.320, -0.321, -1.930)  -0.56
H (-5.110, -1.142, 1.025)  0.27
H (-4.784, 0.321, 0.069)  0.24
H (-4.297, -1.297, -0.557)  0.36
H (-6.717, -1.799, -0.800)  0.15
H (-7.227, 1.018, 0.357)  0.29
H (-7.648, -0.450, 1.202)  0.38
H (-8.441, -0.105, -0.254)  0.35
H (-5.654, -0.843, -2.383)  0.29
C (1.145, 6.938, 2.293)  -1.27
C (0.649, 8.126, 3.079)  0.54
C (-0.404, 7.744, 4.100)  -1.25
O (1.754, 8.682, 3.739)  -0.56
H (2.050, 7.163, 1.728)  0.29
H (0.416, 6.506, 1.608)  0.30
H (1.569, 6.235, 3.010)  0.34
H (0.296, 8.897, 2.393)  0.34
H (0.021, 7.144, 4.904)  0.33
H (-1.265, 7.189, 3.728)  0.29
H (-0.875, 8.670, 4.431)  0.31
H (1.798, 9.620, 3.536)  0.34
C (2.690, -2.816, -5.420)  -1.30
C (2.903, -4.223, -4.869)  0.65
C (3.038, -5.259, -5.950)  -1.29
O (4.194, -4.078, -4.251)  -0.57
H (3.490, -2.560, -6.115)  0.35
H (2.597, -2.126, -4.581)  0.27
H (1.751, -2.751, -5.970)  0.35
H (2.154, -4.531, -4.140)  0.24
H (2.089, -5.231, -6.485)  0.34
H (3.167, -6.237, -5.486)  0.33
H (3.905, -5.094, -6.590)  0.33
H (4.406, -4.828, -3.691)  0.30
C (8.417, 0.359, -0.234)  -1.35
C (7.229, 1.033, -0.880)  0.77
C (6.894, 2.351, -0.151)  -1.30
O (7.466, 1.397, -2.269)  -0.57
H (8.740, -0.560, -0.721)  0.33
H (8.252, 0.122, 0.817)  0.34
H (9.342, 0.934, -0.207)  0.33
H (6.382, 0.348, -0.836)  0.14
H (7.601, 3.117, -0.473)  0.36
H (7.022, 2.225, 0.924)  0.35
H (5.871, 2.701, -0.287)  0.28
H (7.399, 0.581, -2.771)  0.32
C (1.737, 6.818, -2.591)  -1.38
C (2.228, 8.274, -2.293)  0.64
C (3.746, 8.228, -2.098)  -1.33
O (1.941, 9.077, -3.394)  -0.54
H (2.239, 5.980, -2.107)  0.37
H (1.899, 6.681, -3.661)  0.37
H (0.696, 6.740, -2.277)  0.35
H (1.753, 8.573, -1.359)  0.17
H (3.951, 7.425, -1.390)  0.36
H (4.060, 9.133, -1.577)  0.33
H (4.282, 8.060, -3.032)  0.35
H (0.984, 9.056, -3.462)  0.32
C (-1.381, 1.758, -7.582)  -1.29
C (-1.109, 1.039, -6.250)  0.60
C (-1.711, 1.773, -5.058)  -1.33
O (-1.746, -0.219, -6.293)  -0.51
H (-0.928, 1.173, -8.383)  0.39
H (-0.949, 2.755, -7.674)  0.35
H (-2.445, 1.917, -7.759)  0.31
H (-0.042, 0.900, -6.077)  0.19
H (-1.120, 2.614, -4.695)  0.35
H (-1.882, 1.085, -4.229)  0.33
H (-2.669, 2.182, -5.379)  0.31
H (-1.330, -0.689, -7.020)  0.31
C (-2.904, -4.209, 6.035)  -1.14
C (-3.067, -4.902, 4.674)  0.40
C (-1.773, -4.824, 3.872)  -1.19
O (-3.248, -6.255, 5.073)  -0.56
H (-2.602, -3.170, 5.905)  0.28
H (-2.288, -4.687, 6.796)  0.32
H (-3.909, -4.102, 6.442)  0.33
H (-3.888, -4.448, 4.119)  0.29
H (-1.880, -5.109, 2.826)  0.33
H (-0.971, -5.451, 4.263)  0.31
H (-1.439, -3.807, 3.667)  0.27
H (-2.457, -6.644, 5.453)  0.34
C (-2.514, -4.617, -3.420)  -1.12
C (-3.907, -4.354, -3.943)  0.47
C (-4.920, -4.910, -2.903)  -1.34
O (-4.197, -2.994, -4.145)  -0.47
H (-2.450, -5.703, -3.361)  0.28
H (-2.345, -4.125, -2.462)  0.27
H (-1.760, -4.403, -4.178)  0.40
H (-4.043, -4.905, -4.873)  0.19
H (-4.792, -4.501, -1.900)  0.30
H (-4.877, -5.999, -2.875)  0.41
H (-5.941, -4.695, -3.218)  0.34
H (-3.590, -2.645, -4.800)  0.26
C (1.870, -1.188, 5.644)  -1.20
C (1.220, 0.148, 5.424)  0.62
C (2.175, 1.354, 5.599)  -1.33
O (0.709, 0.079, 4.113)  -0.47
H (2.716, -1.396, 4.990)  0.26
H (1.210, -2.051, 5.558)  0.26
H (2.229, -0.983, 6.653)  0.38
H (0.324, 0.251, 6.035)  0.25
H (1.763, 2.340, 5.383)  0.32
H (3.020, 1.212, 4.925)  0.29
H (2.654, 1.326, 6.578)  0.40
H (-0.075, 0.626, 4.022)  0.22
C (-4.691, 7.019, -0.105)  -1.40
C (-4.840, 5.495, -0.153)  0.67
C (-3.633, 4.861, -0.843)  -1.26
O (-4.873, 5.041, 1.182)  -0.48
H (-4.647, 7.522, -1.071)  0.37
H (-3.795, 7.406, 0.380)  0.31
H (-5.543, 7.466, 0.408)  0.39
H (-5.779, 5.236, -0.641)  0.16
H (-2.736, 4.820, -0.225)  0.31
H (-3.407, 5.280, -1.823)  0.37
H (-3.914, 3.843, -1.110)  0.27
H (-5.549, 5.508, 1.680)  0.27
C (0.882, -1.098, -0.690)  -1.13
C (1.929, 0.027, -0.300)  0.37
C (1.266, 1.405, -0.075)  -1.27
O (2.589, -0.328, 0.874)  -0.38
H (1.301, -2.104, -0.696)  0.27
H (0.496, -0.871, -1.684)  0.34
H (0.085, -1.040, 0.052)  0.29
H (2.682, 0.227, -1.062)  0.33
H (0.825, 1.802, -0.990)  0.40
H (1.927, 2.095, 0.450)  0.34
H (0.423, 1.180, 0.577)  0.24
H (1.931, -0.170, 1.555)  0.20
C (4.357, -4.753, 2.154)  -1.28
C (5.766, -4.144, 2.204)  0.53
C (6.463, -4.218, 0.838)  -1.14
O (5.611, -2.739, 2.479)  -0.52
H (4.349, -5.798, 1.846)  0.38
H (3.684, -4.264, 1.449)  0.26
H (3.831, -4.677, 3.106)  0.35
H (6.380, -4.600, 2.981)  0.24
H (6.008, -3.561, 0.097)  0.22
H (6.431, -5.250, 0.486)  0.35
H (7.508, -3.910, 0.836)  0.32
H (4.860, -2.341, 2.034)  0.29

Frontier orbital gap, eV: 9.94
Lowest unoccupied orbital energy, eV: 0.17
HOMO energy, eV: -9.77
2S+1: 1


(ii)
DFT (ωB97M-V/def2-TZVPD) results for a 14-piece molecular cluster, C42H112O14 overall.

Each line ends with the Mulliken charge.
Geometry (Å):
C (-6.150, 0.285, -1.430)  -0.76
C (-6.261, 0.317, 0.085)  0.75
C (-5.432, 1.385, 0.796)  -0.64
O (-7.632, 0.548, 0.423)  -0.63
H (-6.767, -0.566, -1.725)  0.40
H (-5.117, 0.118, -1.737)  -0.14
H (-6.509, 1.159, -1.970)  0.30
H (-5.917, -0.666, 0.434)  -0.11
H (-4.380, 1.124, 0.618)  -0.21
H (-5.541, 1.364, 1.885)  0.41
H (-5.600, 2.414, 0.483)  0.17
H (-7.719, 0.546, 1.380)  0.36
C (0.875, -6.685, -1.439)  -1.47
C (1.279, -5.258, -1.853)  0.30
C (0.206, -4.233, -1.460)  -0.38
O (2.440, -4.895, -1.076)  -0.40
H (0.344, -6.687, -0.493)  0.31
H (1.763, -7.318, -1.384)  0.45
H (0.290, -7.094, -2.268)  0.41
H (1.446, -5.142, -2.928)  0.29
H (0.135, -4.144, -0.375)  0.02
H (-0.759, -4.577, -1.836)  0.28
H (0.423, -3.245, -1.867)  0.07
H (3.066, -5.625, -1.141)  0.21
C (2.173, -5.830, 2.396)  -1.39
C (2.403, -4.423, 2.936)  0.74
C (1.772, -3.342, 2.122)  0.49
O (2.020, -4.329, 4.311)  -0.67
H (2.443, -6.619, 3.096)  0.45
H (2.755, -5.988, 1.487)  0.20
H (1.122, -5.956, 2.119)  0.32
H (3.497, -4.283, 2.981)  -0.13
H (2.077, -2.338, 2.424)  -0.56
H (0.676, -3.289, 2.146)  0.65
H (1.969, -3.383, 1.044)  -0.46
H (2.147, -3.388, 4.532)  0.44
C (-3.146, -3.304, 0.747)  -1.35
C (-3.766, -2.612, -0.472)  2.34
C (-2.866, -2.744, -1.699)  -1.47
O (-5.026, -3.163, -0.825)  -0.67
H (-3.676, -2.942, 1.631)  0.33
H (-2.077, -3.104, 0.794)  0.04
H (-3.319, -4.380, 0.689)  0.43
H (-3.912, -1.556, -0.202)  -0.92
H (-2.578, -3.800, -1.765)  0.38
H (-1.924, -2.215, -1.546)  0.24
H (-3.366, -2.499, -2.632)  0.33
H (-5.611, -3.099, -0.061)  0.44
C (6.780, -1.587, 0.856)  -1.55
C (5.526, -1.888, 1.656)  0.97
C (5.702, -1.701, 3.157)  -0.99
O (4.430, -1.084, 1.225)  -0.07
H (7.659, -2.109, 1.246)  0.42
H (7.028, -0.529, 0.989)  0.23
H (6.709, -1.836, -0.201)  0.25
H (5.268, -2.947, 1.526)  0.10
H (6.248, -0.784, 3.390)  0.38
H (6.183, -2.551, 3.644)  0.46
H (4.731, -1.638, 3.656)  -0.12
H (4.105, -1.499, 0.401)  -0.52
C (-3.338, 0.403, 3.957)  -0.28
C (-4.294, -0.394, 4.843)  0.51
C (-3.716, -0.539, 6.239)  -1.43
O (-5.543, 0.280, 4.897)  -0.56
H (-3.265, 1.449, 4.263)  0.38
H (-3.603, 0.329, 2.902)  -0.30
H (-2.305, 0.039, 4.006)  0.10
H (-4.450, -1.353, 4.351)  0.20
H (-2.767, -1.075, 6.255)  0.35
H (-4.404, -1.118, 6.864)  0.37
H (-3.621, 0.413, 6.767)  0.36
H (-5.477, 1.077, 5.429)  0.36
C (-1.684, 4.592, 0.632)  -1.55
C (-0.763, 4.730, -0.582)  0.66
C (0.642, 5.105, -0.189)  -1.25
O (-0.784, 3.519, -1.357)  3.06
H (-1.202, 3.961, 1.388)  0.24
H (-2.622, 4.109, 0.357)  0.05
H (-1.845, 5.552, 1.125)  0.53
H (-1.174, 5.515, -1.224)  0.48
H (1.207, 4.308, 0.303)  -0.05
H (0.601, 5.920, 0.543)  0.49
H (1.262, 5.462, -1.011)  0.27
H (-0.370, 2.813, -0.796)  -1.00
C (4.472, 2.190, 2.632)  -1.04
C (3.855, 2.373, 1.231)  0.83
C (4.902, 2.617, 0.152)  -1.32
O (3.048, 1.261, 0.925)  0.66
H (5.229, 1.408, 2.724)  0.05
H (3.662, 2.024, 3.337)  0.11
H (4.996, 3.096, 2.956)  0.51
H (3.248, 3.278, 1.336)  0.26
H (5.670, 1.841, 0.200)  0.14
H (5.393, 3.584, 0.272)  0.42
H (4.419, 2.596, -0.826)  0.23
H (3.621, 0.466, 0.879)  -0.49
C (3.085, 0.618, 5.714)  -1.38
C (1.971, -0.335, 5.272)  0.03
C (1.576, 0.022, 3.829)  -0.48
O (2.439, -1.678, 5.264)  -0.53
H (2.813, 1.667, 5.586)  0.37
H (3.992, 0.471, 5.124)  0.23
H (3.353, 0.487, 6.766)  0.47
H (1.115, -0.230, 5.945)  0.29
H (2.490, -0.144, 3.251)  -0.63
H (1.375, 1.088, 3.747)  0.73
H (0.819, -0.657, 3.445)  0.48
H (2.891, -1.862, 6.096)  0.28
C (-1.660, 0.642, 0.461)  -1.11
C (-0.167, 0.421, 0.556)  1.90
C (0.213, -0.878, -0.131)  2.11
O (0.496, 1.468, -0.180)  0.24
H (-2.192, 0.195, 1.309)  0.15
H (-2.135, 0.229, -0.433)  -0.37
H (-2.012, 1.676, 0.520)  0.21
H (0.178, 0.402, 1.592)  -1.06
H (1.290, -1.054, -0.066)  -0.35
H (-0.204, -0.983, -1.132)  -1.43
H (-0.183, -1.754, 0.404)  -0.37
H (1.438, 1.495, 0.079)  -0.42
C (2.805, -0.614, -2.609)  -0.27
C (3.673, -1.868, -2.529)  0.90
C (5.123, -1.586, -2.921)  -1.75
O (3.684, -2.365, -1.186)  -0.47
H (1.755, -0.912, -2.582)  -0.28
H (2.947, -0.090, -3.557)  0.57
H (3.015, 0.108, -1.819)  -0.37
H (3.275, -2.616, -3.219)  0.41
H (5.600, -0.855, -2.263)  0.23
H (5.205, -1.146, -3.918)  0.45
H (5.714, -2.502, -2.897)  0.41
H (3.184, -3.202, -1.192)  -0.15
C (1.996, 4.647, -5.387)  -1.74
C (1.220, 3.871, -4.352)  1.28
C (2.153, 3.052, -3.443)  -0.76
O (0.496, 4.811, -3.554)  -0.69
H (1.407, 5.391, -5.917)  0.43
H (2.419, 3.951, -6.118)  0.39
H (2.869, 5.146, -4.958)  0.36
H (0.480, 3.197, -4.795)  -0.20
H (2.709, 3.747, -2.811)  0.27
H (2.869, 2.532, -4.088)  0.53
H (1.651, 2.318, -2.814)  -0.17
H (-0.022, 4.302, -2.905)  -0.25
C (-2.685, -0.683, -5.297)  -1.76
C (-2.690, 0.246, -4.087)  1.55
C (-1.322, 0.835, -3.770)  -0.37
O (-3.510, 1.371, -4.470)  -0.70
H (-3.718, -0.971, -5.509)  0.43
H (-2.145, -1.574, -4.969)  0.35
H (-2.337, -0.254, -6.233)  0.40
H (-3.091, -0.249, -3.200)  -0.55
H (-1.436, 1.544, -2.945)  -0.32
H (-0.943, 1.428, -4.602)  0.34
H (-0.589, 0.080, -3.471)  -0.03
H (-3.708, 1.845, -3.648)  0.09
C (-3.585, 4.553, -3.718)  -1.42
C (-4.232, 4.180, -2.390)  0.64
C (-5.740, 4.004, -2.517)  -1.51
O (-3.644, 2.966, -1.893)  0.72
H (-2.518, 4.357, -3.679)  0.16
H (-3.835, 5.598, -3.924)  0.50
H (-4.100, 4.004, -4.509)  0.40
H (-4.035, 4.992, -1.675)  0.48
H (-6.219, 3.865, -1.549)  0.32
H (-5.900, 3.088, -3.092)  0.23
H (-6.160, 4.852, -3.053)  0.42
H (-2.711, 3.088, -1.686)  -0.89

Frontier orbital gap, eV: 9.76
Lowest unoccupied orbital energy, eV: 0.30
HOMO energy, eV: -9.45
2S+1: 1


Which one is most stable, and which one is least stable? (ii) is the most stable of them, while (i) is the least stable.


(i)
DFT (ωB97M-V/def2-TZVPD) results for an isolated ion of composition C4H6NO2 and charge +1.

Each line ends with the natural charge from an NBO analysis.
Geometry (Å):
C (0.763, 0.498, -1.572)  -0.61
C (0.121, 0.581, -0.152)  -0.02
C (-1.196, -0.061, 0.177)  0.02
C (-1.014, -0.890, 1.211)  -0.17
N (0.272, -0.808, 1.615)  0.50
O (0.863, -1.394, 2.407)  -0.10
O (1.027, 0.080, 0.743)  -0.25
H (0.823, -0.473, -1.942)  0.23
H (1.835, 0.803, -1.412)  0.26
H (0.344, 1.204, -2.364)  0.26
H (0.039, 1.610, -0.074)  0.26
H (-2.017, 0.174, -0.555)  0.30
H (-1.862, -1.325, 1.919)  0.32

Frontier orbital gap, eV: 9.61
SMILES string: C[C@H]1C=C[N+](=O)O1
Total charge: +1
Lowest unoccupied orbital energy, eV: -6.92
HOMO energy, eV: -16.52
2S+1: 1


(ii)
DFT (ωB97M-V/def2-TZVPD) results for an isolated ion of composition C4H6NO2 and charge +1.

Each line ends with the natural charge from an NBO analysis.
Geometry (Å):
C (-0.505, 1.753, 0.355)  -0.74
C (-0.903, 0.575, -0.398)  0.83
O (-1.762, 0.104, -0.962)  -0.34
N (0.458, -0.463, -0.272)  -0.57
C (0.007, -1.815, 0.293)  -0.44
C (1.587, -0.148, -0.704)  0.96
O (2.612, 0.406, -1.208)  -0.36
H (0.614, 1.956, 0.033)  0.28
H (-1.247, 2.580, 0.124)  0.30
H (-0.528, 1.470, 1.401)  0.29
H (0.427, -2.033, 1.382)  0.27
H (0.385, -2.507, -0.515)  0.26
H (-1.146, -1.879, 0.470)  0.27

Frontier orbital gap, eV: 10.83
SMILES string: CC(=O)[N+](C)=C=O
Total charge: +1
Lowest unoccupied orbital energy, eV: -5.77
HOMO energy, eV: -16.60
2S+1: 1


Which one is most stable, and which one is least stable? (ii) is the most stable of them, while (i) is the least stable.


(i)
DFT (ωB97M-V/def2-TZVPD) results for a single C6H14N2 molecule.

Each line ends with the natural charge from an NBO analysis.
Geometry (Å):
C (0.201, -0.752, -0.933)  -0.23
C (0.179, 0.468, 1.261)  -0.26
C (-0.718, -0.166, 0.123)  -0.13
C (-1.483, 0.932, -0.640)  -0.57
C (-1.626, -1.234, 0.683)  -0.62
C (2.651, 0.839, -0.085)  -0.45
N (1.439, -1.228, -0.398)  -0.45
N (1.918, -0.376, 0.572)  -0.27
H (-0.329, -1.618, -1.371)  0.20
H (0.397, -0.067, -1.777)  0.19
H (0.550, 1.502, 1.122)  0.20
H (0.252, 0.026, 2.186)  0.20
H (-2.211, 1.351, -0.045)  0.21
H (-2.064, 0.456, -1.523)  0.20
H (-0.800, 1.507, -1.115)  0.21
H (-2.006, -0.823, 1.630)  0.21
H (-1.220, -2.163, 0.952)  0.21
H (-2.582, -1.363, 0.140)  0.22
H (1.929, 1.342, -0.784)  0.18
H (2.845, 1.401, 0.789)  0.20
H (3.670, 0.461, -0.479)  0.21
H (1.229, -2.097, 0.025)  0.34

Frontier orbital gap, eV: 9.03
Lowest unoccupied orbital energy, eV: 0.83
HOMO energy, eV: -8.20
2S+1: 1


(ii)
DFT (ωB97M-V/def2-TZVPD) results for a single C6H14N2 molecule.

Each line ends with the natural charge from an NBO analysis.
Geometry (Å):
C (0.856, 1.739, 1.286)  -0.65
C (0.793, 0.253, 0.991)  0.20
N (1.763, -0.450, 1.686)  -0.82
C (-0.204, -0.405, 0.315)  -0.11
C (-0.734, -1.762, 0.716)  -0.64
C (-0.767, 0.270, -0.907)  -0.07
C (0.216, 0.404, -2.079)  -0.62
N (-2.031, -0.253, -1.383)  -0.84
H (0.686, 1.910, 2.357)  0.22
H (0.118, 2.324, 0.737)  0.22
H (1.840, 2.142, 1.030)  0.21
H (1.709, -1.459, 1.711)  0.38
H (2.144, -0.040, 2.530)  0.37
H (-0.575, -2.504, -0.071)  0.20
H (-0.274, -2.138, 1.633)  0.21
H (-1.812, -1.703, 0.910)  0.23
H (-0.855, 1.349, -0.470)  0.18
H (0.711, 1.380, -2.053)  0.21
H (-0.268, 0.354, -3.061)  0.20
H (0.999, -0.363, -2.055)  0.21
H (-2.340, 0.201, -2.239)  0.36
H (-1.976, -1.248, -1.584)  0.35

Frontier orbital gap, eV: 8.12
SMILES string: C/C(N)=C(/C)[C@@H](C)N
Lowest unoccupied orbital energy, eV: 0.98
HOMO energy, eV: -7.14
2S+1: 1


Which one is most stable, and which one is least stable? (ii) is the most stable of them, while (i) is the least stable.